Record 1
Computed, not measured: a gas-phase ion, C4H11N2O (charge +1) in a non-equilibrium geometry, with ωB97M-V with the def2-TZVPD basis set.

```
18
Properties=species:S:1:pos:R:3:mulliken_charge:R:1
O -0.779 -1.631 0.345 -0.311
N 0.254 0.222 -0.823 -0.309
N -0.289 0.275 1.553 -0.066
C -0.088 -0.517 0.253 0.281
C -0.938 1.620 1.219 -0.874
C -0.764 -2.396 -0.748 -0.488
C 1.684 0.363 -1.235 -0.725
H -0.963 -3.432 -0.413 0.301
H 0.643 0.674 1.898 0.396
H 2.424 0.599 -0.340 0.277
H 2.106 -0.412 -1.882 0.268
H -2.014 1.516 1.352 0.325
H -0.833 -0.288 2.160 0.340
H -0.591 2.473 1.728 0.401
H 1.544 1.358 -1.786 0.323
H -0.798 1.873 0.158 0.337
H -0.315 -2.160 -1.756 0.257
H -0.283 -0.138 -1.683 0.267
```

Results
- HOMO level (alpha / beta): -11.9 / -12.1 eV
- HOMO-LUMO gap (alpha / beta): 8.421 / 8.355 eV
- Net charge: +1
- ΔE to the lowest compared entry with this formula, charge and spin: 149.6 kcal/mol

---

Record 2
Computed, not measured: 2 unconnected molecules or ions with the total composition C6H18N2O in a non-equilibrium geometry, with ωB97M-V with the def2-TZVPD basis set.

```
27
Properties=species:S:1:pos:R:3:mulliken_charge:R:1
O -1.726 -3.319 -0.320 -0.658
N -0.013 0.066 0.465 0.083
N 1.744 1.088 -1.583 -0.336
C -0.013 0.183 1.940 -0.418
C -0.450 1.296 -0.204 -0.062
C 0.937 -0.779 2.659 -1.262
C 1.992 -0.370 -1.649 -0.652
C -1.978 1.295 -0.410 -1.163
C 0.320 1.327 -1.482 -1.080
H 0.386 1.203 2.232 0.252
H -2.405 1.775 0.506 0.368
H -0.479 -0.731 -0.033 0.240
H -0.131 2.143 0.376 0.554
H -1.070 0.314 2.372 0.331
H 1.457 -0.966 -2.254 0.343
H 2.207 1.524 -0.754 0.265
H 0.861 -1.761 2.052 0.205
H 3.042 -0.562 -2.060 0.285
H -1.324 -3.657 -1.120 0.314
H 1.855 -0.382 2.459 0.399
H -0.193 0.521 -2.080 0.324
H -2.669 -3.003 -0.453 0.325
H -2.360 2.110 -1.224 0.308
H -2.492 0.297 -0.490 0.211
H 1.911 -0.868 -0.489 0.099
H 0.477 -1.008 3.569 0.404
H 0.115 2.263 -2.026 0.322
```

Results
- HOMO level: -8.0 eV
- HOMO-LUMO gap: 8.601 eV
- Structure (SMILES): CCN[C@H](C)CNC.O
- ΔE to the lowest compared entry with this formula, charge and spin: 67.4 kcal/mol

---

Record 3
Computed, not measured: a single C4H6N2OS molecule in a non-equilibrium geometry, with ωB97M-V with the def2-TZVPD basis set.

```
14
Properties=species:S:1:pos:R:3:mulliken_charge:R:1
S 0.054 -1.361 -0.171 0.301
O -0.879 -2.211 -0.882 -0.567
N 2.248 0.356 -0.042 -0.071
N -0.637 0.119 0.544 -0.294
C 2.923 -0.297 0.675 -0.223
C -0.014 0.397 -0.715 0.005
C -2.118 0.105 0.742 -0.621
C 1.371 0.969 -0.638 -0.439
H -2.374 0.470 1.797 0.216
H -2.495 -0.915 0.698 0.267
H -2.429 0.779 -0.025 0.294
H 1.514 1.879 -1.129 0.395
H -0.701 0.891 -1.479 0.468
H 3.536 -1.181 0.625 0.269
```

Results
- HOMO level: -7.8 eV
- HOMO-LUMO gap: 8.362 eV
- ΔE to the lowest compared entry with this formula, charge and spin: 153.4 kcal/mol

---

Record 4
Computed, not measured: a single CH3IOS molecule in a non-equilibrium geometry, with ωB97M-V with the def2-TZVPD basis set.

```
7
Properties=species:S:1:pos:R:3:mulliken_charge:R:1
I 1.905 -0.003 -0.017 0.126
S 0.367 2.416 -0.020 0.139
O -0.885 1.700 -0.287 -0.410
C 0.082 -0.915 -0.635 -0.619
H 0.427 2.675 1.342 0.175
H -0.565 -1.251 0.255 0.277
H 0.411 -1.661 -1.356 0.311
```

Results
- HOMO level (alpha / beta): -8.0 / -8.9 eV
- HOMO-LUMO gap (alpha / beta): 7.261 / 8.053 eV
- ΔE to the lowest compared entry with this formula, charge and spin: 79.4 kcal/mol

---

Record 5
Computed, not measured: a molecular structure, C32H29FN2O6RuSSe3Te, with ωB97M-V with the def2-TZVPD basis set.

```
76
Properties=species:S:1:pos:R:3:mulliken_charge:R:1
Te -3.511 -0.686 -1.755 0.058
Ru 0.056 -0.145 0.046 0.370
Se -0.511 -2.413 -0.062 0.261
Se -2.282 -2.840 -1.414 -0.219
Se -1.766 0.902 -1.095 -0.193
S -0.434 0.052 3.240 0.437
F 0.852 6.309 2.297 -0.363
O 1.093 -0.326 -1.678 -0.492
O 2.103 0.390 -3.503 -0.806
O 3.276 0.985 0.344 -0.574
O 0.601 1.858 0.250 0.724
O 1.124 -2.605 2.131 -0.684
O -1.056 0.127 1.850 -0.336
N 1.856 -0.696 1.074 0.654
N 2.446 4.219 -2.531 0.257
C 2.067 4.760 -1.306 -1.322
C 1.187 2.521 -0.645 1.216
C 1.629 2.036 -1.899 0.194
C 2.021 -1.840 1.813 0.005
C 2.758 1.315 7.153 -0.468
C -2.146 2.148 3.922 0.237
C 1.011 4.466 0.856 0.196
C 1.487 2.506 5.494 -0.231
C 2.143 2.480 6.717 -0.869
C 3.075 -0.053 0.939 0.008
C -2.656 4.813 3.281 -0.389
C 3.475 -2.056 2.195 -0.564
C 2.231 2.916 -2.755 -1.028
C 3.168 5.037 -3.543 0.516
C -2.668 2.482 2.673 0.079
C 2.721 0.178 6.358 -1.044
C 1.604 0.601 -2.406 0.118
C 2.748 6.491 -3.405 -1.006
C 2.313 6.116 -1.000 1.218
C 1.899 6.611 0.214 -0.935
C 3.013 6.994 -1.998 -1.097
C 4.171 -0.813 1.674 -0.662
C 1.431 3.935 -0.372 0.389
C -1.903 3.158 4.850 -0.257
C 2.072 0.205 5.133 0.044
C 2.923 4.543 -4.961 -1.809
C -2.160 4.484 4.534 -0.774
C 1.252 5.779 1.123 -0.204
C 1.449 1.371 4.691 -0.117
C 0.756 1.410 3.359 1.352
C -1.777 0.733 4.256 -1.333
C -2.914 3.810 2.356 -0.778
H 3.301 7.079 -4.137 0.394
H 1.684 6.580 -3.646 0.322
H 2.175 3.372 7.329 0.409
H -1.501 2.902 5.823 0.427
H 4.988 -1.006 0.982 0.363
H 2.065 7.649 0.472 0.509
H 3.199 -0.734 6.692 0.430
H -2.853 1.707 1.942 0.399
H 2.042 -0.687 4.518 0.472
H 4.090 6.982 -1.804 0.345
H 3.333 5.277 -5.655 0.441
H 2.682 8.026 -1.878 0.445
H 1.434 1.240 2.522 0.010
H 4.235 4.958 -3.312 0.135
H 2.570 2.504 -3.693 0.688
H -2.590 0.027 4.074 0.646
H -2.848 5.848 3.027 0.427
H 1.012 3.417 5.151 0.505
H 3.405 3.591 -5.175 0.524
H -1.966 5.260 5.263 0.402
H 0.226 2.346 3.190 -0.851
H -3.306 4.059 1.379 0.410
H 4.556 -0.164 2.463 0.272
H 0.494 3.832 1.560 0.189
H -1.456 0.626 5.293 0.520
H 3.554 -2.213 3.269 0.311
H 3.804 -2.975 1.710 0.304
H 1.854 4.444 -5.158 0.380
H 3.267 1.294 8.108 0.395
```

Results
- HOMO level (alpha / beta): -7.1 / -7.1 eV
- HOMO-LUMO gap (alpha / beta): 5.055 / 5.052 eV

---

Record 6
Computed, not measured: a molecular structure, C46H45BrN7O7SW in a non-equilibrium geometry, with ωB97M-V with the def2-TZVPD basis set.

```
108
Properties=species:S:1:pos:R:3:mulliken_charge:R:1
W 0.546 0.237 1.591 3.977
Br 3.588 -2.785 -5.341 -0.117
S -1.388 1.853 -0.470 1.145
O -0.161 -3.640 -1.713 -0.039
O 0.309 -1.741 1.962 -0.632
O 1.500 0.029 -0.001 -0.441
O -1.393 -1.356 -2.216 -0.720
O 0.196 1.085 3.196 -0.836
O -1.294 -0.563 1.136 -0.479
O -0.482 1.732 0.840 -0.645
N 3.389 -0.855 6.029 -0.344
N 2.419 -0.377 2.674 0.026
N 1.858 1.997 1.755 0.996
N 1.646 2.806 2.864 -1.380
N -0.862 0.464 -5.802 0.026
N 4.469 -1.538 4.088 -0.549
N -1.098 1.254 -3.771 -0.304
C 4.577 1.800 -2.271 -1.214
C -1.584 2.206 -4.677 0.267
C -3.088 -2.714 0.801 0.464
C -1.722 4.575 -0.696 -0.940
C -0.789 3.422 -1.207 -0.116
C -3.708 -3.857 0.341 -1.271
C 0.711 4.193 6.697 -0.876
C -1.844 2.290 -7.152 -1.067
C -2.290 4.219 -5.766 -0.741
C -2.794 2.620 0.254 -1.046
C -0.135 3.402 7.506 -0.272
C 3.779 0.747 -2.789 -0.422
C 4.414 -1.594 2.752 -0.735
C -3.046 3.942 -0.434 -0.464
C 2.478 0.642 -0.810 -0.228
C -1.181 -4.236 1.582 0.488
C 2.480 -0.277 3.979 0.409
C -0.410 1.890 5.728 0.362
C 0.375 -2.876 -2.691 0.404
C 3.129 1.804 -0.308 0.844
C 0.117 -0.900 -4.038 1.695
C -3.159 -5.101 0.503 0.823
C -2.200 3.605 -7.024 -0.497
C 0.750 2.223 3.611 -0.033
C 1.072 3.763 5.509 -0.495
C 3.389 -1.027 2.039 -0.717
C 2.730 2.465 0.935 -0.672
C 1.282 -1.238 -4.757 -1.114
C -0.289 -1.675 -2.953 0.591
C -3.806 -1.360 0.678 -1.016
C -1.738 -2.926 1.332 0.877
C 1.980 -2.362 -4.386 -0.802
C 0.492 2.600 4.949 0.807
C 1.540 -3.223 -3.382 -0.498
C -1.955 3.550 -4.573 -0.458
C 2.802 0.149 -2.034 0.214
C 3.540 -0.840 4.710 0.308
C -0.729 2.270 7.014 -1.087
C 0.422 -4.939 -1.523 -1.193
C 0.249 -4.500 1.968 -1.336
C -1.493 1.692 -5.968 0.851
C -0.635 0.260 -4.490 -0.619
C -1.944 -5.274 1.156 -1.086
C -0.950 -1.830 1.512 0.838
C 4.217 2.337 -1.022 -0.955
C -3.864 -6.223 -0.156 -1.529
H 4.078 -1.357 6.551 0.275
H 5.413 2.164 -2.789 0.519
H 1.603 0.172 4.553 -0.134
H -3.507 3.800 -1.450 0.305
H 4.732 3.196 -0.650 0.558
H 2.189 -0.635 -2.451 0.064
H 1.407 -4.963 -1.087 0.424
H 1.016 5.100 7.161 0.472
H -3.597 -0.770 1.573 0.244
H -4.709 -3.734 -0.057 0.471
H -1.285 1.635 7.696 0.405
H 5.205 -2.185 2.297 0.422
H -4.901 -6.147 0.167 0.439
H -3.655 1.929 0.284 0.415
H -3.264 -0.873 -0.145 -0.110
H -2.608 5.241 -5.658 0.451
H 0.535 -5.428 -2.535 0.536
H -0.683 -0.202 -6.525 0.259
H 1.681 4.384 4.896 0.489
H -1.265 5.082 0.137 0.357
H -4.848 -1.529 0.558 0.680
H -1.890 5.305 -1.441 0.461
H 3.223 3.422 1.210 0.576
H -3.639 4.531 0.234 0.441
H 1.623 -0.572 -5.515 0.717
H -2.478 4.244 -7.860 0.380
H -2.483 2.709 1.274 0.375
H -0.337 3.734 8.538 0.408
H 0.459 -5.588 2.057 0.442
H -3.463 -7.140 0.290 0.432
H -0.880 3.273 -2.271 -0.239
H 2.154 -4.047 -3.073 0.582
H -1.578 -6.342 1.119 0.319
H 3.358 -1.014 1.007 0.873
H -1.775 -0.538 -2.577 0.318
H -2.073 4.086 -3.634 0.234
H 0.539 -4.127 2.936 0.353
H -1.623 1.894 -8.170 0.356
H -0.926 0.999 5.337 0.342
H 2.802 -0.171 6.446 0.206
H 0.235 3.613 -0.956 0.322
H 4.100 0.264 -3.732 0.444
H 0.866 -4.019 1.231 0.210
H -3.931 -6.116 -1.277 0.332
H -0.230 -5.574 -0.969 0.150
```

Results
- HOMO level: -14.4 eV
- HOMO-LUMO gap: 4.443 eV
- Net charge: +3
- ΔE to the lowest compared entry with this formula, charge and spin: 17.5 kcal/mol